9
Properties=species:S:1:pos:R:3 method="wB97M-V/def2-TZVPD" e_lumo_ev=-6.3 spin_multiplicity=1 charge=+1 gap_ev=8.462
N 0.064 0.275 0.033
N -0.883 -0.418 -2.545
P -1.044 -0.178 -1.087
Cl -2.827 0.045 -0.244
Cl 1.607 -0.606 3.660
H -0.174 0.763 0.888
H 0.997 0.585 -0.201
H 2.377 -0.263 2.671
H -0.117 -0.203 -3.174

15
Properties=species:S:1:pos:R:3 method="wB97M-V/def2-TZVPD" e_lumo_ev=-18.7 spin_multiplicity=1 charge=+3 gap_ev=3.019
In 3.814 2.501 -3.201
C -1.483 -1.159 1.432
C -1.531 -1.375 0.048
C -0.613 -0.661 -0.718
C 0.240 0.418 -0.293
C 0.309 0.578 1.046
C -0.592 -0.169 1.916
N 1.191 0.981 -1.259
O 1.590 2.119 -1.194
O 1.485 0.222 -2.185
H -2.141 -1.794 2.019
H -2.253 -2.127 -0.257
H -0.504 -0.941 -1.771
H 1.001 1.320 1.439
H -0.514 0.087 2.975

65
Properties=species:S:1:pos:R:3 method="wB97M-V/def2-TZVPD" e_lumo_ev=0.5 spin_multiplicity=1 gap_ev=9.746
C -0.070 -3.115 6.673
O -1.356 -2.498 6.635
C -1.259 -1.120 6.311
C -1.232 -0.875 4.792
O -0.781 0.480 4.586
C -1.945 1.146 4.190
O -2.236 2.191 4.525
O -2.619 0.280 3.389
C -2.549 -1.030 4.012
C -2.768 -2.236 3.100
C -1.773 -3.390 3.318
C -0.677 -3.481 2.234
C -0.038 -2.124 1.864
S 1.620 -1.913 2.511
O 2.625 -2.477 1.685
O 1.742 -2.386 3.858
O 1.848 -0.310 2.556
H 0.324 -3.186 5.648
H 0.658 -2.545 7.262
H -0.174 -4.138 7.039
H -0.355 -0.714 6.781
H -2.149 -0.642 6.744
H -0.398 -1.486 4.424
H -3.371 -0.992 4.745
H -3.811 -2.550 3.111
H -2.604 -1.871 2.073
H -2.352 -4.320 3.257
H -1.316 -3.405 4.308
H -1.030 -4.024 1.355
H 0.120 -4.114 2.649
H 0.044 -2.083 0.772
H -0.614 -1.238 2.150
H 1.102 0.019 3.099
C 0.602 1.055 -2.045
O 1.334 0.344 -1.060
C 2.439 -0.370 -1.612
C 3.745 0.351 -1.357
O 3.811 1.576 -2.076
C 3.558 2.707 -1.260
H -0.087 1.727 -1.535
H 1.260 1.648 -2.686
H 0.025 0.356 -2.660
H 2.292 -0.544 -2.682
H 2.472 -1.344 -1.113
H 4.566 -0.276 -1.718
H 3.892 0.517 -0.286
H 4.409 2.889 -0.595
H 2.651 2.580 -0.665
H 3.432 3.571 -1.911
C -2.209 1.376 -7.089
O -1.323 1.492 -5.988
C 0.038 1.601 -6.384
C 0.527 3.032 -6.296
O -0.112 3.861 -7.257
C -1.138 4.663 -6.697
H -3.225 1.501 -6.718
H -2.015 2.141 -7.845
H -2.118 0.382 -7.542
H 0.183 1.202 -7.392
H 0.622 0.986 -5.691
H 1.598 3.050 -6.521
H 0.388 3.428 -5.285
H -0.702 5.464 -6.091
H -1.822 4.072 -6.083
H -1.700 5.110 -7.516

23
Properties=species:S:1:pos:R:3 method="wB97M-V/def2-TZVPD" e_lumo_ev="-5.3 / -5.3" spin_multiplicity=1 charge=+1 gap_ev="7.547 / 7.547"
C -2.417 -0.929 1.477
C -1.310 -0.178 1.268
C -0.007 2.174 -1.880
C 1.872 -0.359 1.619
C 1.598 -1.717 -0.908
C -0.538 -0.439 0.152
N -1.151 1.541 -1.135
P 1.210 -0.186 -0.065
H -2.920 -0.916 2.466
H -2.780 -1.340 0.612
H -0.920 0.304 2.124
H 0.562 2.330 -1.018
H 0.395 1.456 -2.572
H -0.237 3.176 -2.203
H 1.668 -1.429 1.959
H 1.501 0.386 2.372
H 2.883 -0.071 1.577
H 1.144 -2.496 -0.324
H 2.593 -2.022 -0.828
H 1.265 -1.997 -1.906
H -1.063 -0.994 -0.675
H -1.454 2.200 -0.365
H -1.895 1.507 -1.748

124
Properties=species:S:1:pos:R:3 method="wB97M-V/def2-TZVPD" e_lumo_ev=-0.3 spin_multiplicity=1 gap_ev=7.999
Zn 0.506 0.565 -3.273
Zn 2.429 -3.118 -1.003
C -1.832 -3.463 -2.894
F -2.744 -3.027 -3.790
F -2.280 -3.180 -1.662
F -1.678 -4.751 -3.011
S -0.236 -2.641 -3.238
O -0.520 -1.202 -3.054
O 0.703 -3.101 -2.220
O 0.080 -3.048 -4.552
C 4.855 -0.476 -4.052
F 5.581 -0.271 -2.970
F 4.600 0.687 -4.665
F 5.570 -1.231 -4.884
S 3.263 -1.363 -3.688
O 2.259 -0.301 -3.649
O 3.119 -2.316 -4.713
O 3.356 -1.907 -2.346
C -0.383 -5.765 0.983
F -0.966 -6.210 2.090
F -0.253 -6.788 0.141
F -1.170 -4.836 0.422
S 1.248 -5.077 1.411
O 0.979 -4.121 2.467
O 2.041 -6.206 1.764
O 1.623 -4.425 0.151
C -0.557 -0.510 0.680
F -0.437 -0.847 1.937
F -1.135 -1.483 0.006
F -1.363 0.580 0.608
S 1.056 -0.107 -0.026
O 1.707 0.678 0.958
O 1.655 -1.398 -0.188
O 0.714 0.581 -1.240
C 4.349 -1.827 2.572
S 5.113 -2.364 1.034
O 4.071 -2.973 0.182
C 5.394 -0.754 0.346
H 3.474 -2.453 2.739
H 3.995 -0.803 2.463
H 5.098 -1.957 3.344
H 5.922 -0.831 -0.595
H 5.868 -0.088 1.070
H 4.405 -0.311 0.171
C -6.357 3.861 -0.161
S -5.530 2.391 0.435
O -5.381 1.476 -0.702
C -3.921 3.082 0.774
H -7.373 3.595 -0.438
H -5.853 4.074 -1.116
H -6.281 4.747 0.461
H -4.001 3.861 1.533
H -3.512 3.495 -0.150
H -3.289 2.282 1.151
C -1.502 -3.382 3.540
S -2.218 -4.227 4.930
O -3.174 -5.214 4.393
C -0.796 -5.247 5.343
H -1.359 -4.056 2.692
H -0.602 -2.800 3.745
H -2.257 -2.659 3.213
H -0.900 -5.669 6.337
H 0.127 -4.671 5.248
H -0.779 -6.061 4.619
C -0.049 -0.841 6.883
S 0.036 -0.225 5.196
O 0.707 1.078 5.266
C 1.194 -1.391 4.483
H -0.713 -1.702 6.914
H -0.419 0.020 7.437
H 0.933 -1.098 7.279
H 0.657 -2.270 4.110
H 1.886 -1.773 5.238
H 1.700 -0.888 3.667
C 5.443 2.948 -2.142
S 3.786 2.585 -1.526
O 3.668 1.122 -1.531
C 4.026 3.108 0.163
H 5.793 3.931 -1.824
H 5.365 2.795 -3.210
H 6.134 2.264 -1.641
H 4.223 4.188 0.151
H 4.887 2.591 0.588
H 3.133 2.993 0.771
C -3.289 -0.056 -2.353
S -2.732 1.625 -2.423
O -1.318 1.497 -2.943
C -3.748 2.153 -3.800
H -2.740 -0.514 -1.529
H -3.052 -0.540 -3.298
H -4.348 -0.136 -2.110
H -3.395 3.140 -4.072
H -4.790 2.201 -3.490
H -3.627 1.414 -4.590
C -0.124 3.783 -5.409
S 1.207 3.775 -4.214
O 1.138 2.433 -3.569
C 2.510 3.661 -5.433
H 0.068 4.640 -6.061
H -1.051 3.934 -4.881
H -0.095 2.900 -6.044
H 2.371 4.515 -6.103
H 2.424 2.751 -6.023
H 3.477 3.760 -4.951
C -3.882 -0.894 1.599
S -5.262 -1.881 2.206
O -6.071 -2.321 1.058
C -6.134 -0.482 2.891
H -4.271 -0.126 0.927
H -3.206 -1.534 1.033
H -3.326 -0.403 2.400
H -6.438 0.212 2.103
H -5.482 0.069 3.580
H -7.014 -0.723 3.484
C 0.005 3.480 0.056
S 0.940 4.884 -0.474
O 0.070 5.756 -1.303
C 1.179 5.754 1.077
H 0.557 2.907 0.806
H -0.285 2.888 -0.803
H -0.858 3.868 0.616
H 0.232 5.796 1.615
H 1.539 6.743 0.823
H 1.914 5.196 1.659

69
Properties=species:S:1:pos:R:3 method="wB97M-V/def2-TZVPD" e_lumo_ev=-3.9 spin_multiplicity=1 charge=+1 gap_ev=6.408
Zr -0.313 0.244 -0.129
C -6.163 3.257 6.064
O -4.980 2.931 5.356
C -4.576 3.717 4.350
C -5.247 4.863 3.916
C -4.727 5.603 2.879
C -3.557 5.207 2.219
C -2.873 4.064 2.676
C -3.374 3.340 3.726
N -3.169 6.056 1.199
N -2.293 5.832 0.365
C -1.630 4.701 -0.001
C -0.244 4.749 -0.158
C 0.478 3.666 -0.637
C -0.160 2.488 -1.011
O 0.486 1.381 -1.429
C -1.580 2.409 -0.865
N -2.172 1.189 -1.116
C -3.490 1.113 -1.043
C -4.310 2.208 -0.765
C -3.732 3.416 -0.452
C -2.335 3.533 -0.434
H -6.249 2.510 6.850
H -7.042 3.196 5.417
H -6.102 4.252 6.512
H -6.164 5.183 4.388
H -5.224 6.494 2.529
H -1.936 3.761 2.229
H -2.862 2.463 4.096
H 0.269 5.649 0.146
H 1.553 3.724 -0.745
H -3.934 0.144 -1.245
H -5.382 2.094 -0.778
H -4.344 4.281 -0.243
F 4.138 2.264 2.401
C 3.574 1.220 1.788
C 2.200 1.199 1.597
C 1.599 0.135 0.927
C 2.421 -0.912 0.439
C 3.797 -0.865 0.687
F 4.608 -1.842 0.246
C 4.389 0.194 1.345
C 1.754 -1.987 -0.322
C 2.289 -3.266 -0.501
C 1.598 -4.207 -1.239
C 0.381 -3.863 -1.817
C -0.110 -2.596 -1.579
N 0.541 -1.680 -0.847
H 1.603 2.021 1.985
H 5.456 0.214 1.509
H 3.234 -3.519 -0.054
H 2.010 -5.196 -1.372
H -0.158 -4.564 -2.434
H -1.064 -2.279 -2.000
C -2.494 -3.719 1.134
C -2.816 -2.348 1.730
C -4.184 -1.842 1.273
C -1.737 -1.336 1.337
H -3.295 -4.421 1.352
H -1.571 -4.122 1.551
H -2.385 -3.661 0.049
H -2.822 -2.425 2.820
H -4.260 -1.855 0.184
H -4.329 -0.822 1.628
H -4.981 -2.464 1.672
H -1.785 -1.226 0.217
H -0.738 -1.708 1.645
O -1.157 0.933 1.507
C -1.916 0.056 2.025